Record 1
# C20H56AlF2N6O13S2

A structure of composition C20H56AlF2N6O13S2 (ωB97M-V/def2-TZVPD, OMol25).

The geometry in XYZ format:
```
100
Properties=species:S:1:pos:R:3:lowdin_charge:R:1
Al 1.183 0.621 -5.754 0.94
N -4.874 -4.709 -1.467 -0.13
S -3.770 -5.473 -0.928 0.40
O -3.583 -6.875 -1.373 -0.21
O -3.342 -5.060 0.379 -0.19
F -2.597 -4.739 -1.756 -0.20
S -6.045 -5.867 -0.838 0.64
O -5.870 -6.230 0.583 -0.25
O -6.612 -6.811 -1.744 -0.20
F -7.185 -4.736 -0.665 -0.19
N -0.930 0.239 -0.755 -0.69
O -0.076 0.362 -1.563 0.14
O -0.855 0.613 0.375 0.16
O -1.937 -0.352 -1.032 0.17
C 2.443 -5.275 -2.750 -0.04
C 2.487 -3.704 -2.990 -0.40
C 3.772 -3.074 -2.437 -0.19
O 3.813 -1.668 -2.718 -0.21
C 4.987 -1.079 -2.187 -0.13
N 2.249 -3.321 -4.400 0.02
H 3.287 -5.761 -3.238 0.07
H 1.526 -5.741 -3.110 0.07
H 2.550 -5.561 -1.704 0.07
H 1.612 -3.258 -2.518 0.13
H 4.572 -3.434 -3.084 0.13
H 3.878 -3.201 -1.360 0.13
H 5.939 -1.592 -2.318 0.09
H 4.892 -0.770 -1.146 0.09
H 5.188 -0.136 -2.694 0.08
H 1.344 -3.667 -4.685 0.06
H 2.853 -3.872 -4.992 0.07
C 1.801 -3.350 2.834 -0.07
C 0.684 -3.592 3.802 -0.47
C 1.185 -4.592 4.920 -0.18
O 1.518 -5.881 4.438 -0.18
C 1.925 -6.799 5.418 -0.12
N 0.319 -2.328 4.257 0.05
H 1.590 -2.694 1.989 0.07
H 2.199 -4.270 2.405 0.08
H 2.630 -2.891 3.373 0.09
H -0.190 -4.054 3.344 0.15
H 0.295 -4.695 5.541 0.12
H 1.960 -4.189 5.571 0.13
H 2.931 -6.522 5.732 0.09
H 2.037 -7.836 5.101 0.09
H 1.256 -6.982 6.259 0.09
H -0.108 -1.871 3.465 0.09
H -0.438 -2.511 4.901 0.09
C -5.381 0.487 3.512 -0.04
C -5.975 0.406 2.137 -0.43
C -5.814 1.735 1.484 -0.25
O -6.552 1.845 0.311 -0.13
C -6.598 3.238 -0.093 -0.07
N -5.455 -0.641 1.320 0.19
H -5.692 -0.354 4.132 0.09
H -5.538 1.462 3.972 0.09
H -4.291 0.487 3.482 0.09
H -7.028 0.191 2.318 0.16
H -4.749 1.850 1.285 0.14
H -6.097 2.520 2.186 0.13
H -7.063 3.291 -1.078 0.09
H -5.631 3.643 -0.393 0.09
H -7.032 3.906 0.650 0.10
H -4.454 -0.602 1.192 0.11
H -5.681 -1.537 1.728 0.12
C 3.640 5.996 -7.844 -0.03
C 3.280 4.847 -6.866 -0.46
C 3.458 5.063 -5.389 -0.24
O 2.999 4.052 -4.519 -0.21
C 3.204 4.426 -3.151 -0.10
N 1.927 4.520 -7.133 0.02
H 3.999 6.832 -7.243 0.08
H 2.825 6.488 -8.375 0.08
H 4.348 5.585 -8.564 0.08
H 3.872 3.948 -7.038 0.13
H 3.008 6.026 -5.149 0.13
H 4.499 5.158 -5.078 0.13
H 4.142 4.933 -2.925 0.08
H 3.146 3.542 -2.515 0.09
H 2.524 5.205 -2.806 0.09
H 1.375 5.330 -6.887 0.08
H 1.941 4.520 -8.142 0.07
C -1.262 6.917 1.977 -0.07
C -0.922 5.422 1.977 -0.38
O -1.607 4.854 0.966 -0.06
H -0.467 7.442 1.448 0.06
H -1.283 7.386 2.960 0.07
H -2.116 7.053 1.312 0.07
H -1.213 4.950 2.914 0.11
H 0.160 5.298 1.938 0.11
H -1.367 3.932 0.852 0.08
C 2.820 2.251 4.432 -0.10
C 2.646 1.834 5.868 -0.34
O 1.282 1.591 6.005 -0.08
H 3.853 2.496 4.185 0.07
H 2.301 3.208 4.390 0.07
H 2.300 1.650 3.686 0.07
H 2.845 2.734 6.450 0.12
H 3.241 0.971 6.165 0.11
H 1.142 0.804 5.473 0.07
```

## Properties
* total charge: +1
* frontier orbital gap: 2.07 eV
* 2S+1: 1

=====

Record 2
# C20H56N4O6

A cluster of 6 separate species, C20H56N4O6 in total (ωB97M-V/def2-TZVPD, OMol25).

The geometry in XYZ format:
```
86
Properties=species:S:1:pos:R:3:lowdin_charge:R:1
C -5.955 -0.905 2.273 -0.09
C -4.777 -0.852 1.425 -0.39
O -4.122 0.401 1.549 -0.07
H -5.583 -0.648 3.265 0.08
H -6.562 -1.802 2.147 0.09
H -6.631 -0.100 1.984 0.08
H -4.918 -1.098 0.373 0.11
H -4.065 -1.674 1.486 0.11
H -3.257 0.330 1.138 0.08
C 6.807 3.506 0.930 -0.08
C 7.610 2.259 1.430 -0.32
O 8.615 2.610 2.346 -0.08
H 7.381 4.324 0.494 0.07
H 6.410 4.128 1.731 0.06
H 6.075 3.205 0.180 0.07
H 8.029 1.632 0.642 0.11
H 6.996 1.481 1.885 0.10
H 8.254 3.294 2.915 0.08
C -1.057 0.578 6.618 -0.06
C -1.777 -0.296 7.719 -0.43
C -1.724 -1.766 7.296 -0.16
O -2.069 -2.740 8.322 -0.20
C -3.406 -2.818 8.670 -0.15
N -0.986 -0.010 8.920 0.02
H -0.081 0.244 6.268 0.08
H -1.069 1.583 7.041 0.07
H -1.728 0.527 5.760 0.07
H -2.733 0.171 7.958 0.13
H -0.699 -1.966 6.985 0.13
H -2.338 -2.037 6.437 0.12
H -4.078 -2.907 7.816 0.09
H -3.749 -1.964 9.256 0.08
H -3.493 -3.665 9.350 0.09
H -1.283 0.859 9.340 0.07
H -1.385 -0.654 9.588 0.06
C 1.045 0.654 -5.742 -0.05
C 0.650 0.373 -4.306 -0.52
C 0.803 1.402 -3.240 -0.15
O 0.298 0.927 -1.923 -0.23
C 1.123 0.097 -1.052 -0.08
N -0.676 -0.107 -4.307 0.04
H 2.108 0.890 -5.775 0.07
H 0.557 1.544 -6.141 0.08
H 0.800 -0.226 -6.336 0.08
H 1.223 -0.441 -3.862 0.13
H 0.303 2.335 -3.498 0.13
H 1.840 1.661 -3.026 0.12
H 0.525 0.026 -0.144 0.08
H 2.081 0.574 -0.842 0.08
H 1.394 -0.890 -1.428 0.08
H -0.909 -0.067 -3.325 0.06
H -0.650 -1.088 -4.545 0.08
C 0.699 9.263 -0.945 -0.05
C 1.525 8.876 0.302 -0.47
C 1.193 7.534 1.011 -0.17
O -0.188 7.654 1.386 -0.21
C -0.984 6.500 1.009 -0.09
N 2.905 9.114 0.178 0.02
H 0.379 8.405 -1.538 0.07
H 1.100 9.984 -1.657 0.07
H -0.226 9.642 -0.511 0.07
H 1.160 9.650 0.977 0.12
H 1.700 7.302 1.947 0.12
H 1.306 6.729 0.285 0.12
H -1.064 6.369 -0.070 0.08
H -1.992 6.608 1.409 0.08
H -0.551 5.576 1.394 0.08
H 3.169 10.044 -0.115 0.08
H 3.280 8.981 1.106 0.07
C -1.719 -10.541 -7.390 -0.08
C -1.585 -9.400 -6.408 -0.43
C -0.142 -8.836 -6.257 -0.19
O -0.133 -7.647 -5.498 -0.19
C 1.110 -7.105 -5.326 -0.14
N -2.395 -8.295 -6.940 0.02
H -2.676 -11.060 -7.335 0.07
H -1.073 -11.337 -7.020 0.08
H -1.644 -10.215 -8.427 0.08
H -2.018 -9.670 -5.445 0.13
H 0.261 -8.747 -7.266 0.13
H 0.560 -9.512 -5.768 0.12
H 1.852 -7.696 -4.789 0.08
H 0.971 -6.150 -4.818 0.09
H 1.580 -7.003 -6.304 0.09
H -2.162 -7.425 -6.484 0.06
H -3.365 -8.487 -6.735 0.07
```

## Properties
* total charge: 0
* relative energy (zero: lowest compared OMol25 entry of this formula, charge and spin): 97.17 kcal per mole
* structure (SMILES): COC[C@H](C)N.COC[C@H](C)N.COC[C@H](C)N.COC[C@H](C)N.CCO.CCO
* frontier orbital gap: 9.13 eV
* 2S+1: 1

=====

Record 3
# C20H57BaN3O19S2Zn

A structure of composition C20H57BaN3O19S2Zn (ωB97M-V/def2-TZVPD, OMol25).

The geometry in XYZ format:
```
103
Properties=species:S:1:pos:R:3:lowdin_charge:R:1
Ba 0.122 -3.916 -1.004 2.05
Zn -0.829 -1.001 -3.537 0.63
S -1.144 -3.595 -4.265 0.30
O -2.217 -2.580 -3.947 -0.38
O -1.172 -4.092 -5.605 -0.30
O 0.068 -2.717 -4.034 -0.45
O -1.011 -4.671 -3.230 -0.60
S 0.121 -0.525 -1.081 0.36
O -1.011 -1.401 -1.550 -0.49
O 0.651 -0.154 -2.453 -0.34
O -0.241 0.622 -0.265 -0.31
O 1.008 -1.487 -0.382 -0.52
C -1.984 1.534 -4.545 -0.19
C -0.543 1.406 -4.991 -0.18
O -0.276 0.030 -5.322 -0.04
O -2.247 0.586 -3.503 -0.06
H -2.643 1.373 -5.408 0.13
H -2.174 2.542 -4.169 0.13
H 0.109 1.693 -4.173 0.10
H -0.431 2.102 -5.823 0.14
H -0.442 -0.056 -6.270 0.13
H -3.148 0.744 -3.201 0.13
C 2.839 -0.808 2.592 -0.22
C 2.469 0.604 2.949 -0.24
O 1.655 0.710 4.143 -0.11
O 1.674 -1.592 2.222 -0.12
H 3.319 -1.334 3.413 0.12
H 3.461 -0.714 1.679 0.12
H 1.924 1.044 2.101 0.09
H 3.370 1.224 3.040 0.12
H 0.727 0.815 3.834 -0.01
H 1.440 -1.366 1.298 0.01
C 4.000 0.633 -1.937 -0.23
C 3.608 0.977 -3.344 -0.27
O 4.698 1.421 -4.094 -0.05
O 4.175 1.815 -1.118 -0.09
H 4.971 0.122 -1.950 0.12
H 3.253 -0.020 -1.459 0.09
H 2.857 1.773 -3.282 0.11
H 3.194 0.092 -3.831 0.12
H 5.038 2.223 -3.683 0.09
H 3.288 2.073 -0.757 0.04
C 0.457 3.736 -1.769 -0.24
C 1.181 3.764 -0.439 -0.22
O 1.741 2.520 -0.103 -0.09
O -0.735 3.013 -1.677 -0.07
H 1.114 3.268 -2.516 0.11
H 0.224 4.750 -2.098 0.12
H 0.432 4.049 0.319 0.12
H 1.957 4.523 -0.355 0.13
H 1.018 1.898 0.126 0.05
H -0.508 2.071 -1.597 0.04
C -4.354 1.282 4.368 -0.05
C -4.539 2.662 3.772 -0.39
C -4.161 2.745 2.299 -0.23
O -2.821 2.494 2.148 -0.23
C -2.374 2.732 0.862 -0.11
N -5.956 3.105 3.917 0.03
H -4.646 1.268 5.421 0.11
H -3.370 0.858 4.209 -0.04
H -5.116 0.638 3.894 0.09
H -3.917 3.410 4.294 0.15
H -4.361 3.787 1.971 0.13
H -4.869 2.141 1.698 0.14
H -2.814 3.646 0.419 0.11
H -2.659 1.920 0.178 0.10
H -1.305 2.884 0.857 0.06
H -6.008 4.092 4.135 0.07
H -6.459 2.629 4.652 0.06
C -1.950 -0.083 4.634 -0.02
C -1.323 -0.178 3.257 -0.36
C -2.296 -0.601 2.166 -0.22
O -2.934 -1.767 2.497 -0.16
C -4.361 -1.697 2.440 -0.07
N -0.613 1.061 2.886 0.07
H -1.214 0.289 5.352 0.10
H -2.233 -1.077 4.980 0.10
H -2.808 0.598 4.662 -0.03
H -0.551 -0.957 3.314 0.13
H -1.714 -0.764 1.249 0.11
H -3.012 0.223 2.020 0.11
H -4.772 -2.506 3.033 0.09
H -4.730 -1.749 1.398 0.10
H -4.747 -0.732 2.814 0.05
H -1.318 1.819 2.881 0.08
H -0.439 0.987 1.872 0.06
C 5.004 -3.456 -2.387 -0.04
C 3.651 -3.829 -1.776 -0.43
C 3.735 -3.824 -0.287 -0.18
O 2.574 -4.436 0.302 -0.35
C 2.713 -4.773 1.676 -0.09
N 2.589 -2.942 -2.234 -0.03
H 5.786 -4.128 -2.029 0.08
H 5.229 -2.410 -2.190 0.07
H 4.918 -3.597 -3.463 0.08
H 3.384 -4.786 -2.237 0.15
H 3.905 -2.825 0.143 0.14
H 4.638 -4.400 -0.011 0.14
H 2.919 -3.922 2.326 0.09
H 3.525 -5.510 1.783 0.10
H 1.793 -5.259 1.999 0.09
H 2.403 -2.796 -3.227 0.09
H 2.576 -1.986 -1.884 0.04
```

## Properties
* total charge: 0
* frontier orbital gap: 8.30 eV
* 2S+1: 1

=====

Record 4
# C20H57N3O7

A cluster of 7 separate species, C20H57N3O7 in total (ωB97M-V/def2-TZVPD, OMol25).

The geometry in XYZ format:
```
87
Properties=species:S:1:pos:R:3:mulliken_spin:R:1
C -1.914 -3.332 4.485 0.08
C -2.317 -3.580 2.998 0.03
C -3.886 -3.381 2.751 0.11
O -4.763 -4.378 3.424 0.13
C -4.676 -5.740 3.102 0.00
N -1.702 -2.425 2.416 0.66
H -2.291 -4.152 5.096 0.01
H -2.280 -2.412 4.942 0.00
H -0.836 -3.278 4.635 -0.01
H -1.856 -4.433 2.502 -0.01
H -4.116 -3.386 1.686 0.00
H -4.187 -2.373 3.034 0.00
H -4.780 -5.858 2.023 0.00
H -5.465 -6.349 3.544 0.00
H -3.723 -6.195 3.371 0.01
H -2.427 -1.737 2.561 -0.02
H -1.544 -2.454 1.418 -0.01
C -3.310 2.477 1.426 0.00
C -2.386 3.341 2.330 0.00
C -0.888 3.078 2.031 0.00
O -0.538 1.780 2.604 0.00
C -0.158 1.804 3.987 0.00
N -2.698 4.707 2.078 0.00
H -3.077 1.418 1.529 0.00
H -3.182 2.593 0.349 0.00
H -4.348 2.678 1.689 0.00
H -2.602 3.118 3.375 0.00
H -0.341 3.923 2.450 0.00
H -0.678 3.078 0.961 0.00
H 0.678 2.479 4.170 0.00
H 0.132 0.797 4.288 0.00
H -1.009 2.076 4.611 0.00
H -3.707 4.702 2.038 0.00
H -2.469 4.911 1.116 0.00
C 0.503 2.938 -2.728 0.00
C -0.833 3.771 -2.941 0.00
C -0.852 5.206 -2.249 0.00
O -2.058 5.995 -2.536 0.00
C -2.158 7.329 -2.413 0.00
N -0.981 4.005 -4.305 0.00
H 1.409 3.544 -2.713 0.00
H 0.448 2.033 -3.332 0.00
H 0.593 2.530 -1.722 0.00
H -1.725 3.241 -2.607 0.00
H -0.075 5.878 -2.613 0.00
H -0.754 5.039 -1.176 0.00
H -1.560 7.668 -1.567 0.00
H -3.228 7.533 -2.375 0.00
H -1.878 7.956 -3.260 0.00
H -0.164 4.433 -4.717 0.00
H -1.536 4.845 -4.226 0.00
C 3.200 -3.668 -1.787 0.00
C 4.240 -4.232 -2.726 0.00
O 4.161 -3.664 -3.974 0.00
H 2.310 -3.678 -2.415 0.00
H 3.476 -2.616 -1.712 0.00
H 3.111 -4.195 -0.837 0.00
H 4.082 -5.292 -2.926 0.00
H 5.198 -4.278 -2.208 0.00
H 4.942 -3.943 -4.458 0.00
C 1.772 -3.277 1.939 0.01
C 1.631 -4.682 2.509 0.00
O 2.025 -5.660 1.565 0.00
H 1.283 -3.249 0.965 0.00
H 2.794 -2.918 1.819 0.00
H 1.217 -2.519 2.492 0.00
H 0.700 -5.057 2.935 0.00
H 2.384 -4.724 3.296 0.00
H 1.333 -5.872 0.934 0.00
C 1.177 -0.375 -1.198 0.00
C 0.529 0.108 0.088 0.00
O -0.730 -0.449 0.384 0.01
H 1.450 -1.430 -1.226 0.00
H 2.075 0.243 -1.199 0.00
H 0.584 -0.227 -2.101 0.00
H 0.324 1.170 -0.046 0.00
H 1.126 -0.006 0.993 0.00
H -1.109 0.176 1.006 0.00
C 5.207 1.760 -4.316 0.00
C 4.379 0.439 -4.411 0.00
O 5.180 -0.759 -4.433 0.00
H 4.470 2.538 -4.513 0.00
H 6.030 1.679 -5.026 0.00
H 5.627 1.793 -3.311 0.00
H 3.922 0.458 -5.401 0.00
H 3.498 0.482 -3.770 0.00
H 4.591 -1.516 -4.473 0.00
```

## Properties
* total charge: +1
* relative energy (zero: lowest compared OMol25 entry of this formula, charge and spin): 33.36 kcal per mole
* frontier orbital gap (spin up / spin down): 8.17 / 2.51 eV
* 2S+1: 2
* ⟨S²⟩: 0.757

=====

Record 5
# C20H57N5O6

A cluster of 6 separate species, C20H57N5O6 in total (ωB97M-V/def2-TZVPD, OMol25).

The geometry in XYZ format:
```
88
Properties=species:S:1:pos:R:3:lowdin_charge:R:1
C 4.954 1.280 1.912 -0.02
C 3.802 0.838 0.972 -0.32
C 4.154 0.567 -0.540 -0.08
O 5.443 -0.092 -0.616 -0.22
C 6.134 0.047 -1.749 -0.16
N 3.167 -0.367 1.457 0.12
H 3.057 -0.205 2.562 0.22
H 2.107 -0.410 1.265 0.00
H 3.519 -1.304 1.174 0.17
H 5.511 2.221 1.444 0.13
H 5.815 0.497 1.819 0.11
H 4.908 1.361 2.884 0.00
H 2.975 1.391 1.149 0.10
H 4.480 1.562 -1.115 0.18
H 3.386 -0.068 -0.864 0.07
H 6.871 0.722 -1.447 0.07
H 5.616 0.369 -2.627 0.09
H 6.613 -0.973 -1.929 0.12
O 0.779 -0.620 0.856 -0.35
H 0.365 0.219 0.985 -0.07
C -3.620 -3.777 -0.557 -0.10
C -2.813 -2.547 -0.304 -0.48
C -3.599 -1.459 0.513 -0.25
O -4.598 -0.976 -0.310 -0.20
C -5.391 0.117 0.267 -0.07
N -1.606 -2.886 0.395 -0.02
H -3.959 -4.495 0.255 0.08
H -2.964 -4.381 -1.237 0.07
H -4.735 -3.667 -1.232 0.15
H -2.239 -2.056 -1.189 0.17
H -2.912 -0.609 0.869 0.11
H -4.069 -1.861 1.431 0.12
H -5.864 0.796 -0.309 0.02
H -4.816 0.920 0.879 0.10
H -6.246 -0.416 0.896 0.13
H -0.914 -2.028 0.417 0.08
H -1.655 -3.322 1.366 0.10
C -1.816 -0.870 5.255 -0.03
C -1.445 -0.596 3.683 -0.40
C -1.421 0.734 3.137 -0.26
O -2.663 1.321 3.301 -0.21
C -2.881 2.555 2.675 -0.09
N -0.092 -1.209 3.437 0.02
H -1.129 -0.217 5.842 0.07
H -1.934 -1.824 5.569 0.02
H -2.704 -0.213 5.460 0.07
H -2.237 -1.379 3.170 0.16
H -1.536 0.569 1.928 0.16
H -0.806 1.494 3.744 0.17
H -3.725 2.877 2.978 0.02
H -3.122 2.509 1.698 0.04
H -2.008 3.292 2.891 0.14
H 0.248 -1.047 2.511 -0.02
H -0.174 -2.212 3.426 0.06
C 2.434 -4.003 -2.574 -0.04
C 2.314 -2.655 -1.771 -0.45
C 1.687 -1.454 -2.579 -0.18
O 2.438 -1.228 -3.797 -0.16
C 1.619 -1.051 -4.928 -0.07
N 1.603 -2.911 -0.535 0.01
H 2.713 -4.844 -1.931 0.08
H 3.124 -3.911 -3.219 -0.02
H 1.555 -4.379 -3.191 0.10
H 3.299 -2.231 -1.627 0.11
H 1.762 -0.559 -1.860 0.10
H 0.590 -1.846 -2.715 0.15
H 0.989 -0.238 -4.690 0.10
H 1.140 -1.723 -5.219 -0.02
H 2.261 -0.892 -5.682 0.07
H 1.446 -1.890 -0.098 0.04
H 0.572 -3.080 -0.760 0.06
C -0.322 3.000 0.080 -0.03
C -1.181 2.544 -1.119 -0.42
C -1.543 3.672 -2.112 -0.22
O -2.637 4.299 -1.513 -0.21
C -2.817 5.642 -2.021 -0.08
N -0.478 1.367 -1.664 0.02
H -0.194 2.162 0.858 0.08
H -0.528 3.887 0.376 0.00
H 0.597 3.005 -0.472 0.07
H -2.026 1.987 -0.763 0.11
H -1.989 3.366 -3.065 0.12
H -0.574 4.241 -2.440 0.15
H -3.478 6.152 -1.326 0.08
H -3.300 5.757 -2.972 0.07
H -1.695 6.060 -2.023 0.13
H -1.272 0.929 -2.149 0.08
H -0.336 0.641 -0.916 0.05
```

## Properties
* total charge: 0
* relative energy (zero: lowest compared OMol25 entry of this formula, charge and spin): 306.16 kcal per mole
* frontier orbital gap: 8.79 eV
* 2S+1: 1

=====

Question: 2S+1 of number 5 (C20H57N5O6)?
Answer: 1

=====

Question: Which value of 2S+1 does entry 5 give?
Answer: 1

=====

Question: Number 1 is which compound?
Answer: C20H56AlF2N6O13S2

=====

Question: total charge of number 4 (C20H57N3O7)?
Answer: +1